(1)
Formula: C32H44Cl2IrNP
Source: the Open Molecules 2025 dataset
Level of theory: ωB97M-V/def2-TZVPD

Last column: Löwdin charge in e.
CARTESIAN COORDINATES (ANGSTROEM)
1 P -0.443 1.476 -1.087  1.108
2 C -1.735 2.406 -0.075  -0.450
3 C -2.557 3.512 -0.752  -0.216
4 C -3.381 4.274 0.295  -0.203
5 C -4.255 3.354 1.160  -0.210
6 C -3.466 2.180 1.755  -0.199
7 C -2.638 1.433 0.698  -0.221
8 C -1.404 0.471 -2.343  -0.456
9 C -2.607 1.134 -3.009  -0.216
10 C -3.156 0.228 -4.121  -0.204
11 C -3.495 -1.182 -3.616  -0.210
12 C -2.352 -1.826 -2.818  -0.198
13 C -1.778 -0.893 -1.739  -0.223
14 C 0.183 2.843 -2.183  -0.490
15 C 0.872 3.914 -1.320  -0.222
16 C 1.481 5.038 -2.170  -0.207
17 C 2.404 4.512 -3.276  -0.212
18 C 1.739 3.416 -4.117  -0.207
19 C 1.126 2.293 -3.266  -0.215
20 H -1.075 2.897 0.667  0.106
21 H -3.233 3.086 -1.505  0.092
22 H -1.909 4.220 -1.284  0.093
23 H -4.007 5.022 -0.209  0.104
24 H -2.685 4.818 0.949  0.112
25 H -4.701 3.940 1.972  0.102
26 H -5.084 2.962 0.554  0.109
27 H -2.777 2.563 2.522  0.115
28 H -4.147 1.476 2.248  0.106
29 H -2.026 0.662 1.187  0.100
30 H -3.322 0.920 0.003  0.098
31 H -0.653 0.283 -3.131  0.097
32 H -2.397 0.153 -4.914  0.111
33 H -2.341 2.113 -3.434  0.103
34 H -3.398 1.307 -2.265  0.097
35 H -4.047 0.693 -4.565  0.103
36 H -3.746 -1.821 -4.472  0.101
37 H -4.392 -1.133 -2.983  0.109
38 H -2.698 -2.754 -2.346  0.107
39 H -1.539 -2.093 -3.509  0.113
40 H -0.889 -1.349 -1.278  0.079
41 H -2.524 -0.754 -0.942  0.096
42 H -0.699 3.287 -2.683  0.095
43 H 0.166 4.351 -0.600  0.094
44 H 1.666 3.435 -0.726  0.121
45 H 0.667 5.618 -2.627  0.110
46 H 2.032 5.723 -1.514  0.104
47 H 3.316 4.107 -2.817  0.112
48 H 2.710 5.339 -3.926  0.101
49 H 2.464 2.982 -4.814  0.104
50 H 0.941 3.868 -4.723  0.110
51 H 0.587 1.606 -3.933  0.095
52 H 1.925 1.704 -2.788  0.119
53 Ir 2.061 -1.337 1.620  0.698
54 Cl 2.126 -1.558 -0.620  -0.195
55 Cl 1.082 0.284 2.868  -0.227
56 C 1.547 -3.158 2.093  -0.275
57 H 2.337 -3.919 2.231  0.039
58 C 0.230 -3.729 2.212  -0.321
59 C 0.048 -5.144 2.389  -0.061
60 C -1.231 -5.673 2.417  -0.124
61 C -2.356 -4.839 2.299  -0.126
62 C -2.183 -3.453 2.158  -0.105
63 C -0.905 -2.895 2.121  -0.079
64 H 0.935 -5.774 2.472  0.100
65 H -1.367 -6.752 2.529  0.092
66 H -3.051 -2.804 2.072  0.089
67 H -0.726 -1.824 2.013  0.046
68 H -3.365 -5.267 2.317  0.086
69 N 3.619 -1.848 2.450  -0.194
70 C 4.527 -2.307 3.036  -0.112
71 C 5.412 -3.153 3.768  -0.247
72 C 5.849 -4.393 3.232  -0.069
73 C 6.688 -5.229 3.975  -0.121
74 C 7.105 -4.844 5.256  -0.147
75 C 6.622 -3.661 5.825  -0.122
76 C 5.778 -2.820 5.096  -0.073
77 H 5.486 -4.712 2.249  0.106
78 H 6.994 -6.193 3.559  0.094
79 H 7.773 -5.491 5.827  0.082
80 H 6.886 -3.403 6.855  0.093
81 H 5.357 -1.918 5.548  0.105

Summary:
- Relative energy (zero: lowest compared OMol25 entry of this formula, charge and spin): 0.0 kcal/mol
- Spin multiplicity: 5
- E: -2666.5493 hartree
- Lowest unoccupied orbital energy (alpha / beta): 2.51 / 1.53 eV
- Orbital gap (alpha / beta): 4.5588 / 6.8692 eV
- Highest occupied orbital energy (alpha / beta): -2.0 / -5.3 eV
- Total charge: -1
- ⟨S²⟩: 6.079

---

(2)
Formula: C32H44N4P2PbSi
Source: the Open Molecules 2025 dataset
Level of theory: ωB97M-V/def2-TZVPD

Last column: Löwdin charge in e.
CARTESIAN COORDINATES (ANGSTROEM)
1 Pb 0.000 0.000 4.113  1.298
2 C -1.227 1.779 3.574  -0.299
3 C -1.539 0.777 2.661  -0.241
4 C -1.017 0.702 1.236  -0.178
5 C 0.262 -0.159 1.098  -0.194
6 C 1.227 -0.024 2.255  -0.283
7 C 1.539 1.150 2.932  -0.242
8 C 1.016 2.530 2.570  -0.178
9 C -0.263 2.923 3.350  -0.203
10 C 1.371 -1.201 5.110  -0.351
11 H -1.893 1.903 4.425  0.116
12 H -2.412 0.166 2.880  0.104
13 H -0.839 1.712 0.855  0.104
14 H -1.796 0.268 0.601  0.111
15 H -0.029 -1.214 1.038  0.117
16 H 0.768 0.077 0.149  0.109
17 H 1.894 -0.873 2.395  0.113
18 H 2.412 1.127 3.580  0.112
19 H 0.836 2.585 1.493  0.102
20 H 1.795 3.267 2.789  0.115
21 H 0.029 3.301 4.336  0.116
22 H -0.770 3.754 2.837  0.110
23 H 1.280 -1.092 6.195  -0.023
24 H 2.403 -0.970 4.814  0.017
25 H 1.166 -2.250 4.859  0.020
26 P 1.341 -1.227 -4.537  1.029
27 P -1.729 -0.547 -4.089  1.014
28 N 2.759 -0.223 -4.360  -0.278
29 N 1.902 -2.519 -5.546  -0.273
30 N -1.836 1.167 -3.857  -0.267
31 N -3.377 -0.998 -4.449  -0.281
32 C 0.440 -0.214 -5.800  -0.385
33 C -1.048 -0.586 -5.812  -0.388
34 C 3.023 0.421 -3.152  -0.160
35 C 4.009 1.355 -3.364  -0.100
36 C 4.367 1.289 -4.746  -0.094
37 C 3.584 0.324 -5.336  -0.138
38 C 2.154 -3.783 -5.011  -0.151
39 C 2.667 -4.582 -6.000  -0.095
40 C 2.740 -3.793 -7.189  -0.091
41 C 2.272 -2.538 -6.892  -0.147
42 C -1.769 1.719 -2.576  -0.148
43 C -1.968 3.072 -2.673  -0.091
44 C -2.166 3.376 -4.055  -0.087
45 C -2.085 2.202 -4.761  -0.151
46 C -4.330 -0.335 -5.215  -0.138
47 C -5.358 -1.212 -5.473  -0.096
48 C -5.030 -2.461 -4.862  -0.101
49 C -3.814 -2.306 -4.241  -0.162
50 H 0.915 -0.403 -6.770  0.057
51 H 0.545 0.851 -5.578  0.084
52 H -1.639 0.115 -6.413  0.065
53 H -1.169 -1.582 -6.246  0.089
54 H 2.476 0.143 -2.263  0.086
55 H 4.442 2.000 -2.613  0.092
56 H 5.131 1.871 -5.244  0.093
57 H 3.548 -0.035 -6.353  0.097
58 H 1.934 -3.978 -3.971  0.097
59 H 2.951 -5.619 -5.893  0.095
60 H 3.091 -4.118 -8.160  0.096
61 H 2.160 -1.667 -7.519  0.091
62 H -1.583 1.078 -1.727  0.078
63 H -1.962 3.773 -1.850  0.094
64 H -2.340 4.354 -4.483  0.097
65 H -2.170 2.015 -5.820  0.100
66 H -4.193 0.698 -5.490  0.094
67 H -6.261 -0.979 -6.022  0.093
68 H -5.630 -3.360 -4.863  0.092
69 H -3.206 -2.992 -3.670  0.096
70 C 1.525 -0.881 9.905  -0.211
71 Si 0.000 0.000 9.287  0.377
72 C -1.524 -0.880 9.908  -0.205
73 C 0.001 1.760 9.907  -0.207
74 C 0.000 0.000 7.417  -0.148
75 C 0.000 0.000 6.113  -0.390
76 H 1.527 -0.882 11.014  0.031
77 H 2.429 -0.357 9.533  0.034
78 H 1.524 -1.926 9.533  0.035
79 H -1.524 -0.881 11.017  0.034
80 H -2.430 -0.357 9.538  0.035
81 H -1.524 -1.926 9.537  0.035
82 H 0.906 2.282 9.536  0.034
83 H -0.905 2.283 9.537  0.034
84 H 0.001 1.761 11.017  0.034

Summary:
- E: -2629.4179 hartree
- Lowest unoccupied orbital energy: 0.22 eV
- Orbital gap: 5.9844 eV
- Highest occupied orbital energy: -5.8 eV
- Total charge: 0

---

(3)
Formula: C32H45BrN2P2Ti
Source: the Open Molecules 2025 dataset
Level of theory: ωB97M-V/def2-TZVPD

Last column: Löwdin charge in e.
CARTESIAN COORDINATES (ANGSTROEM)
1 N -6.223 4.532 -5.465  0.076
2 C -6.126 4.895 -4.186  -0.116
3 C -5.507 4.100 -3.213  -0.001
4 C -4.918 2.862 -3.592  -0.206
5 C -4.992 2.516 -4.979  -0.003
6 C -5.679 3.369 -5.854  -0.112
7 C -4.133 2.084 -2.662  -0.045
8 Ti -1.863 0.307 -1.361  0.709
9 P 4.951 -0.779 -0.901  0.959
10 C -2.994 1.355 -3.054  -0.149
11 C -1.672 1.839 -2.645  -0.360
12 C -0.523 1.077 -3.006  -0.131
13 C 0.742 1.414 -2.462  -0.033
14 C 0.821 2.292 -1.368  -0.656
15 C -0.359 2.790 -0.803  -0.083
16 C -1.589 2.641 -1.471  -0.075
17 Br 2.446 2.822 -0.636  0.951
18 H -4.387 2.180 -1.597  0.128
19 H -3.024 0.760 -3.976  0.130
20 H -5.471 4.442 -2.179  0.114
21 H -4.589 1.588 -5.393  0.108
22 H -6.571 5.852 -3.903  0.120
23 H -5.812 3.115 -6.916  0.121
24 H -0.558 0.517 -3.951  0.120
25 H -2.434 3.302 -1.251  0.143
26 H 1.642 1.012 -2.905  0.115
27 H -0.288 3.374 0.107  0.126
28 P -0.941 -1.849 -1.594  0.920
29 C 5.270 1.034 -0.828  -0.492
30 C 6.663 1.523 -1.223  -0.152
31 H 5.054 1.318 0.218  0.064
32 H 4.503 1.488 -1.488  -0.015
33 H 6.701 2.609 -1.078  0.072
34 H 7.426 1.069 -0.584  0.073
35 H 6.874 1.317 -2.276  0.071
36 C 3.988 -1.090 -2.422  -0.449
37 C 4.782 -2.054 -3.313  -0.176
38 H 3.817 -0.119 -2.909  0.061
39 H 3.023 -1.526 -2.119  0.029
40 H 4.320 -2.112 -4.305  0.065
41 H 5.821 -1.717 -3.436  0.069
42 H 4.792 -3.067 -2.888  0.074
43 C 3.775 -1.138 0.451  -0.451
44 C 4.529 -1.794 1.612  -0.177
45 H 3.021 -1.821 0.032  0.052
46 H 3.303 -0.186 0.736  0.052
47 H 3.851 -2.440 2.180  0.062
48 H 5.360 -2.409 1.239  0.059
49 H 4.926 -1.038 2.300  0.072
50 C -0.751 -2.948 -0.144  -0.360
51 C -1.620 -4.206 -0.147  -0.125
52 H -0.912 -2.342 0.761  0.071
53 H 0.317 -3.219 -0.165  0.092
54 H -2.642 -4.002 0.191  0.081
55 H -1.658 -4.689 -1.132  0.079
56 H -1.187 -4.930 0.552  0.092
57 C 0.157 -2.572 -2.816  -0.366
58 C -0.195 -2.292 -4.269  -0.112
59 H 0.131 -3.652 -2.606  0.103
60 H 1.168 -2.204 -2.572  0.068
61 H -1.218 -2.599 -4.516  0.077
62 H -0.072 -1.235 -4.526  0.054
63 H 0.494 -2.865 -4.898  0.096
64 C -2.712 -2.095 -2.134  -0.342
65 C -3.718 -1.349 -1.247  -0.145
66 H -2.815 -3.179 -2.017  0.084
67 H -2.835 -1.877 -3.201  0.090
68 H -4.370 -0.664 -1.809  0.084
69 H -4.378 -2.099 -0.774  0.118
70 H -3.253 -0.798 -0.369  0.051
71 N -1.630 0.445 0.637  0.100
72 C -1.375 0.419 1.786  -0.027
73 C -1.482 0.241 3.172  -0.220
74 C -2.780 0.089 3.718  -0.006
75 C -2.937 -0.115 5.087  -0.038
76 C -1.810 -0.150 5.912  -0.024
77 C -0.520 -0.013 5.386  -0.033
78 C -0.346 0.178 4.012  -0.002
79 H -3.643 0.126 3.043  0.126
80 H -3.947 -0.235 5.486  0.126
81 H -1.939 -0.284 6.979  0.123
82 H 0.361 -0.048 6.034  0.126
83 H 0.642 0.279 3.559  0.125

Summary:
- Relative energy (zero: lowest compared OMol25 entry of this formula, charge and spin): 0.0 kcal/mol
- Spin multiplicity: 3
- E: -5461.3710 hartree
- Lowest unoccupied orbital energy (alpha / beta): -7.27 / -6.97 eV
- Orbital gap (alpha / beta): 4.5432 / 4.8388 eV
- Highest occupied orbital energy (alpha / beta): -11.8 / -11.8 eV
- Total charge: +2
- ⟨S²⟩: 2.173

---

The lowest total charge belongs to which entry? C32H44Cl2IrNP

---

E of number 1 (C32H44Cl2IrNP)? -2666.5493 hartree